Entry from the OMol25 dataset: C9H11BiN3O3S as an isolated structure (ωB97M-V/def2-TZVPD).

XYZ file:
```
28
Properties=species:S:1:pos:R:3
Bi -1.1629 1.1317 0.0520
N -0.6445 3.3538 -1.1643
C 0.7744 3.6407 -1.1125
C 1.5438 2.8477 -0.0386
O 2.6769 3.2267 0.2495
N 0.9485 1.7611 0.4219
C 1.6834 0.9456 1.3530
C 0.9049 -0.2631 1.9042
O 1.5197 -1.0887 2.5620
O -0.3417 -0.3486 1.6444
H -1.0456 3.5753 -2.0689
H -1.1604 3.8467 -0.4329
H 0.9939 4.7008 -0.9351
H 1.2329 3.3663 -2.0699
H 1.9958 1.5462 2.2169
H 2.5959 0.5646 0.8765
S -2.3340 2.7239 1.3328
C -0.6475 -4.2194 0.1554
C -1.7896 -3.5043 0.4730
C -2.0722 -2.3597 -0.2545
N -1.3125 -1.9172 -1.2437
C -0.2125 -2.5959 -1.5267
C 0.1668 -3.7516 -0.8623
H -0.3860 -5.1152 0.6985
H -2.4438 -3.8313 1.2662
H -2.9507 -1.7686 -0.0305
H 0.3953 -2.1951 -2.3298
H 1.0713 -4.2736 -1.1379
```

Largest force on an atom = 0.027 Eh/bohr
Energy = -36802.7464 eV
Total charge = -1
E_LUMO = 2.9983 eV
HOMO-LUMO gap = 7.411 eV

---

Entry from the OMol25 dataset: a 2-piece molecular cluster, C4H8OS overall (ωB97M-V/def2-TZVPD).

XYZ file:
```
14
Properties=species:S:1:pos:R:3
C 1.9782 -0.1305 2.4181
C 0.4486 -0.1519 -1.2828
C -1.0265 -1.3133 0.3644
C 0.1303 -1.0700 -0.4503
O -1.9463 -0.1804 0.3268
S 2.2935 1.4739 2.1880
H 2.1429 -0.4525 3.4204
H 1.7751 1.4051 0.9135
H -0.2209 0.6098 -1.6988
H 1.5569 -0.0871 -1.3273
H -1.6231 -2.2566 0.0663
H -0.6317 -1.6671 1.3149
H 0.9824 -1.6738 -0.0736
H -1.3416 0.5286 0.4372
```

Largest force on an atom = 0.076 Eh/bohr
Energy = -17155.4856 eV
Total charge = 0
E_LUMO = -0.3539 eV
HOMO-LUMO gap = 8.566 eV
Energy above the lowest of the compared OMol25 structures with the same formula, charge and spin = 4.965 eV

---

Entry from the OMol25 dataset: C20H16Br2ClFKO4 as an isolated structure (ωB97M-V/def2-TZVPD).

XYZ file:
```
45
Properties=species:S:1:pos:R:3
C -0.5708 1.6811 4.3813
C 0.0866 3.0502 3.8697
O 1.2782 2.8437 3.0388
C -0.9329 4.0729 3.1712
O -2.1098 3.4624 2.5810
C -1.8000 2.6591 1.4582
C -0.6062 2.9159 0.4948
C -0.3224 1.9552 -0.6798
C -1.2793 0.7182 -0.8533
C -2.4835 0.4139 0.0677
C -2.7343 1.4114 1.2373
Cl -4.1473 1.0246 2.3338
C -0.8851 -0.2612 -2.0705
O -1.7319 -0.8411 -2.7994
C 0.7051 -0.4810 -2.2508
C 1.6613 0.7542 -2.0799
C 3.2069 0.6734 -2.2614
C 3.7780 -0.7199 -2.6325
F 5.1939 -0.8256 -2.8148
C 2.8321 -1.9529 -2.7847
Br 3.6639 -3.6762 -3.2725
C 1.2869 -1.8905 -2.5914
C 0.3044 -3.1441 -2.7385
C -0.5394 -3.4664 -1.4102
C 0.1083 -4.6535 -0.5061
Br -2.3856 -4.1355 -1.9135
C 0.9077 2.1334 -1.7095
O 1.2048 3.2457 -2.1916
H -0.3144 1.4265 5.4786
H -0.1548 0.8029 3.7518
H -1.7066 1.6288 4.2972
H 0.4875 3.5892 4.8113
H 1.1679 2.0391 2.4884
H -1.3210 4.7682 4.0094
H -0.3438 4.7541 2.4602
H 0.1040 3.7942 0.6379
H -3.1085 -0.5225 -0.1219
H 3.8259 1.6260 -2.1428
H -0.4223 -2.8754 -3.5977
H 0.8742 -4.0752 -3.1020
H -0.6186 -2.5566 -0.7045
H -0.6548 -5.4637 -0.2218
H 0.5328 -4.2526 0.4837
H 0.9663 -5.1298 -1.1086
K -3.0033 -6.5207 -2.4926
```

Largest force on an atom = 0.086 Eh/bohr
Energy = -200823.4880 eV
Total charge = +1
E_LUMO = -3.8059 eV
HOMO-LUMO gap = 7.012 eV

---

Entry from the OMol25 dataset: one molecule with the formula C10H9N (ωB97M-V/def2-TZVPD).

XYZ file:
```
20
Properties=species:S:1:pos:R:3
C 2.9880 1.1946 -0.1187
C 1.6206 0.5223 -0.2841
C 1.4657 -0.3961 -1.2876
C 0.3199 -1.1024 -1.3898
C -0.8020 -0.7282 -0.5710
N -2.0273 -1.4345 -0.9003
C -2.9659 -1.1102 -0.0600
C -2.8818 -0.2852 1.1125
C -1.7347 0.3305 1.3757
C -0.6145 0.0668 0.5799
C 0.6574 0.8026 0.6636
H 3.6291 0.4047 0.1332
H 3.0708 1.9301 0.6967
H 3.3456 1.6063 -1.1320
H 2.2728 -0.5972 -2.0204
H 0.1176 -2.0001 -1.9758
H -3.9495 -1.5366 -0.2857
H -3.7562 -0.1166 1.6558
H -1.7784 0.9527 2.3317
H 1.0228 1.4965 1.4766
```

Largest force on an atom = 0.069 Eh/bohr
Energy = -12005.2871 eV
Total charge = 0
E_LUMO = 0.4230 eV
HOMO-LUMO gap = 9.120 eV
SMILES = Cc1ccc2ncccc2c1
Energy above the lowest of the compared OMol25 structures with the same formula, charge and spin = 0.913 eV